Entry from the OMol25 dataset: 10 unconnected molecules or ions with the total composition C29H82F3N7O13S (ωB97M-V with the def2-TZVPD basis set).

Positions of all 135 atoms, in Å:
N 2.554 -0.849 -3.765
H 2.805 -1.831 -3.710
H 1.604 -0.781 -3.359
H 2.593 -0.395 -4.671
H 3.072 -0.310 -3.051
C -0.019 0.507 0.009
F 0.085 -0.693 0.571
F -0.895 1.240 0.718
F 1.180 1.112 0.083
S -0.713 0.432 -1.728
O -0.451 1.751 -2.302
O 0.075 -0.543 -2.446
O -2.107 0.051 -1.610
C 0.080 1.517 -5.688
C 0.423 2.422 -6.856
O 1.643 2.188 -7.520
O 0.922 1.743 -4.578
H 0.185 0.492 -6.072
H -0.979 1.602 -5.443
H 0.409 3.449 -6.464
H -0.401 2.338 -7.578
H 1.653 2.745 -8.300
H 0.434 1.700 -3.722
C 1.800 4.255 -0.621
C 2.928 5.256 -0.592
O 2.718 6.244 0.397
O 1.860 3.502 -1.833
H 0.790 4.690 -0.666
H 1.745 3.541 0.212
H 3.027 5.746 -1.569
H 3.892 4.745 -0.454
H 3.369 6.931 0.233
H 1.127 2.873 -1.806
C 0.546 -4.486 -0.845
C 1.440 -4.518 0.404
C 0.559 -4.286 1.675
O 1.261 -4.705 2.815
C 0.457 -4.862 3.967
N 2.147 -5.806 0.457
H 1.136 -4.712 -1.731
H 0.167 -3.467 -0.998
H -0.392 -5.037 -0.761
H 2.175 -3.719 0.314
H -0.243 -5.005 1.457
H 0.201 -3.252 1.666
H 0.140 -3.842 4.224
H 1.124 -5.213 4.754
H -0.392 -5.541 3.857
H 2.560 -5.715 1.389
H 1.421 -6.509 0.602
C 0.363 3.833 3.511
C -0.917 4.540 3.091
C -1.718 3.789 2.055
O -2.829 4.568 1.596
C -3.571 3.965 0.585
N -1.698 5.005 4.276
H 0.918 4.515 4.157
H 1.003 3.623 2.653
H 0.121 2.943 4.094
H -0.685 5.529 2.679
H -2.059 2.795 2.372
H -1.145 3.536 1.157
H -4.175 4.755 0.130
H -4.295 3.204 0.905
H -2.918 3.555 -0.196
H -2.676 4.817 4.055
H -1.500 4.296 4.986
C -3.784 -5.350 3.392
C -3.486 -3.854 3.603
C -3.365 -3.187 2.238
O -3.228 -1.775 2.401
C -2.893 -1.180 1.167
N -4.655 -3.234 4.288
H -4.546 -5.495 2.627
H -3.803 -5.914 4.324
H -2.895 -5.843 2.971
H -2.547 -3.817 4.158
H -4.205 -3.304 1.542
H -2.485 -3.581 1.708
H -2.037 -1.682 0.711
H -2.673 -0.122 1.228
H -3.682 -1.285 0.412
H -4.719 -2.258 4.016
H -5.383 -3.680 3.728
C 5.756 2.362 -1.329
C 5.056 1.085 -1.873
C 4.502 0.187 -0.796
O 4.116 -1.067 -1.360
C 4.080 -2.023 -0.311
N 3.998 1.488 -2.828
H 6.740 2.126 -0.915
H 5.107 2.665 -0.501
H 5.878 3.249 -1.949
H 5.714 0.569 -2.578
H 3.567 0.673 -0.485
H 5.081 0.143 0.127
H 5.007 -2.286 0.200
H 3.649 -2.896 -0.805
H 3.312 -1.735 0.417
H 3.177 2.048 -2.580
H 4.459 2.234 -3.346
C -4.881 -2.587 -2.424
C -5.949 -1.532 -2.619
C -5.307 -0.201 -3.022
O -6.325 0.787 -2.826
C -5.773 2.103 -2.788
N -6.903 -2.027 -3.641
H -5.311 -3.519 -2.051
H -4.074 -2.344 -1.724
H -4.381 -2.812 -3.371
H -6.562 -1.507 -1.715
H -4.802 -0.151 -3.989
H -4.590 -0.022 -2.216
H -6.355 2.769 -2.153
H -5.881 2.560 -3.776
H -4.723 2.112 -2.493
H -6.387 -1.891 -4.508
H -7.122 -3.013 -3.607
C 1.121 -0.561 3.871
C 2.377 -0.581 3.046
C 3.271 0.605 3.408
O 4.301 0.696 2.425
C 5.125 1.839 2.512
N 3.108 -1.838 3.330
H 0.380 -1.277 3.504
H 0.595 0.392 3.924
H 1.320 -0.865 4.902
H 2.127 -0.558 1.982
H 3.612 0.365 4.422
H 2.816 1.599 3.364
H 5.652 2.024 1.578
H 5.887 1.699 3.285
H 4.469 2.686 2.742
H 2.519 -2.644 3.159
H 3.898 -1.836 2.694

The spin multiplicity is 1. The frontier orbital gap is 0.328 hartree. For the energy above the lowest of the compared OMol25 structures with the same formula, charge and spin, the calculation gives 0.0 kcal/mol.